(1)
{
  "formula": "H12O6",
  "method": "wB97M-V/def2-TZVPD",
  "fmax_ev_per_a": 3.5,
  "de_lowest_kcal_mol": 35.1,
  "homo_ev": -10.246,
  "lumo_energy_ev": 0.309,
  "symbols": ["O", "H", "H", "O", "H", "H", "O", "H", "H", "O", "H", "H", "O", "H", "H", "O", "H", "H"],
  "coordinates": [[5.66900, -1.71700, 32.92600], [5.12700, -2.51000, 32.95500], [5.06200, -0.95300, 33.18800], [2.24600, -5.60200, 32.95900], [1.37400, -5.86700, 33.20500], [2.31800, -4.72600, 33.24100], [4.99100, -4.21600, 32.55600], [4.59200, -4.72400, 33.19500], [5.92400, -4.22000, 32.75200], [2.75400, -2.92900, 34.08100], [3.14700, -2.99800, 34.94600], [2.05600, -2.34700, 34.12900], [2.66300, -0.43700, 31.86500], [2.06200, -1.13100, 31.58800], [2.52700, 0.18200, 31.16200], [0.35500, -1.13600, 33.30300], [-0.42700, -0.96800, 33.76300], [0.91500, -0.35700, 33.32200]],
  "nbo_charge": [-0.987, 0.489, 0.471, -0.953, 0.463, 0.483, -0.923, 0.473, 0.475, -0.958, 0.475, 0.487, -0.943, 0.479, 0.468, -0.967, 0.475, 0.493]
}


(2)
{
  "formula": "C28H30N3",
  "method": "wB97M-V/def2-TZVPD",
  "fmax_ev_per_a": 2.4,
  "de_lowest_kcal_mol": 24.1,
  "homo_ev": -10.868,
  "total_charge": 1,
  "lumo_energy_ev": -4.347,
  "symbols": ["C", "C", "C", "C", "C", "N", "C", "C", "H", "H", "H", "H", "H", "H", "H", "H", "H", "C", "C", "N", "C", "C", "C", "C", "C", "C", "C", "C", "C", "C", "C", "C", "N", "C", "C", "C", "C", "C", "C", "C", "H", "H", "H", "H", "H", "H", "H", "H", "H", "H", "H", "H", "H", "H", "H", "H", "H", "H", "H", "H", "H"],
  "coordinates": [[3.42225, -5.43519, 3.04144], [2.46514, -5.46046, 2.01810], [2.31770, -4.35959, 1.16753], [3.11327, -3.22166, 1.34337], [2.94518, -2.03155, 0.42476], [1.69777, -1.27330, 0.58163], [4.09691, -3.21321, 2.34255], [4.24214, -4.31021, 3.19628], [3.53136, -6.28886, 3.71286], [1.83203, -6.33837, 1.87924], [1.58571, -4.37286, 0.35592], [3.82163, -1.37241, 0.55588], [2.92401, -2.40115, -0.61173], [1.70981, -0.74338, 1.45107], [1.63583, -0.65297, -0.22195], [4.74935, -2.33987, 2.43442], [4.99951, -4.28548, 3.98288], [2.61460, 1.18064, -2.08998], [1.20736, 0.75947, -2.21840], [0.66896, 0.44580, -3.42298], [1.41047, 0.39839, -4.67079], [-0.68803, 0.14494, -3.28974], [-1.01701, 0.25462, -1.91559], [-2.32967, 0.02534, -1.52211], [-3.30595, -0.16274, -2.50613], [-2.96609, -0.21075, -3.87157], [-1.63060, -0.09270, -4.27980], [0.19369, 0.68484, -1.22647], [0.31856, 0.96804, 0.15144], [-0.76241, 1.51828, 0.88187], [-1.03461, 1.31987, 2.25876], [-0.26532, 0.56958, 3.26380], [-2.20759, 1.92709, 2.57152], [-2.83452, 1.88676, 3.88250], [-2.71889, 2.60399, 1.46337], [-1.81294, 2.40917, 0.39056], [-2.06969, 3.06676, -0.80927], [-3.24725, 3.81485, -0.93855], [-4.15938, 3.94256, 0.12548], [-3.89507, 3.33181, 1.35752], [2.76167, 1.63400, -1.10288], [3.30169, 0.32290, -2.17632], [2.89791, 1.91852, -2.85441], [0.71077, 0.17592, -5.47708], [1.89943, 1.35978, -4.87000], [2.18163, -0.38351, -4.64360], [-2.57933, 0.01008, -0.46168], [-4.35108, -0.27241, -2.21002], [-3.75092, -0.34899, -4.61608], [-1.31733, -0.17034, -5.31840], [1.30401, 1.08658, 0.60421], [0.74437, 0.41818, 2.87207], [-0.18711, 1.10723, 4.21956], [-0.70480, -0.42259, 3.45158], [-3.76380, 2.46142, 3.83925], [-3.06357, 0.85165, 4.17358], [-2.17376, 2.32437, 4.64404], [-1.36230, 3.00206, -1.63329], [-3.46985, 4.30936, -1.88531], [-5.07033, 4.52582, -0.00627], [-4.56554, 3.40387, 2.21141]],
  "nbo_charge": [-0.212, -0.201, -0.206, -0.040, -0.236, -0.823, -0.223, -0.194, 0.223, 0.220, 0.216, 0.170, 0.195, 0.342, 0.353, 0.210, 0.219, -0.684, 0.341, -0.299, -0.416, 0.118, 0.002, -0.192, -0.204, -0.190, -0.223, -0.230, 0.057, -0.224, 0.340, -0.669, -0.310, -0.415, 0.121, 0.003, -0.202, -0.209, -0.192, -0.225, 0.243, 0.255, 0.253, 0.233, 0.224, 0.226, 0.227, 0.231, 0.233, 0.224, 0.222, 0.227, 0.248, 0.260, 0.232, 0.224, 0.222, 0.222, 0.229, 0.232, 0.224]
}


(3)
{
  "formula": "C20H21N4O6S2Se2W",
  "method": "wB97M-V/def2-TZVPD",
  "fmax_ev_per_a": 1.4,
  "homo_ev": [-10.853, -10.780],
  "total_charge": 1,
  "lumo_energy_ev": [-5.194, -5.279],
  "symbols": ["W", "O", "C", "O", "C", "C", "C", "C", "C", "N", "C", "O", "O", "H", "H", "H", "C", "Se", "C", "C", "Se", "C", "H", "H", "H", "H", "H", "H", "H", "H", "H", "H", "N", "C", "C", "C", "C", "C", "C", "S", "O", "O", "N", "C", "S", "C", "C", "N", "H", "H", "H", "H", "H", "H", "H", "H"],
  "coordinates": [[0.20007, 0.44571, 0.46623], [4.25070, 1.06577, 0.78634], [3.07423, 1.08254, 0.97430], [2.15860, 0.43831, 0.24777], [2.41652, 1.75360, 2.14278], [3.02135, 2.45172, 3.16751], [2.23216, 2.83877, 4.24692], [0.88720, 2.49027, 4.29767], [0.36136, 1.80122, 3.22201], [1.11705, 1.49167, 2.17915], [-1.02534, 1.25619, 3.07665], [-1.85336, 1.28311, 3.93192], [-1.19481, 0.70081, 1.86375], [4.08154, 2.65653, 3.11696], [2.67555, 3.38970, 5.06540], [0.25434, 2.72885, 5.14076], [-1.29343, 3.56981, 0.79480], [0.01407, 2.77409, -0.42671], [3.31676, 3.15313, -1.97176], [3.78278, 1.98983, -2.39824], [0.63580, 0.07200, -2.07327], [1.92701, -1.38618, -2.00798], [-0.83042, 3.86030, 1.73598], [-2.11592, 2.87852, 0.95506], [-1.66356, 4.46091, 0.29388], [3.82031, 3.73545, -1.20950], [2.41626, 3.57703, -2.39981], [4.68535, 1.54447, -2.00000], [3.26094, 1.44647, -3.17657], [2.41432, -1.43798, -1.04036], [2.68149, -1.21054, -2.77078], [1.38963, -2.30966, -2.21172], [-3.66265, -3.74797, -5.24410], [-3.33560, -3.11285, -4.09230], [-2.91278, -1.77260, -4.10837], [-2.54970, -1.13875, -2.94437], [-2.61775, -1.83118, -1.73617], [-3.05521, -3.15875, -1.69653], [-3.39747, -3.79603, -2.86087], [-2.21413, -1.06800, -0.25320], [-3.17231, -1.37904, 0.75443], [-1.84659, 0.34739, -0.53613], [-0.68893, -1.51113, 0.21398], [-0.36695, -1.94891, 1.47080], [-1.15125, -2.95189, 2.59424], [0.07818, -2.53626, 3.74631], [0.96039, -1.66071, 3.22620], [0.72299, -1.33941, 1.90221], [-3.74832, -3.23121, -6.10055], [-4.09420, -4.65397, -5.21720], [-2.87248, -1.23671, -5.04775], [-2.22381, -0.10962, -2.96014], [-3.13559, -3.68305, -0.75278], [-3.72920, -4.82582, -2.83795], [0.08745, -2.98023, 4.72754], [1.82734, -1.26571, 3.73360]],
  "nbo_charge": [1.589, -0.497, 0.773, -0.699, 0.112, -0.168, -0.124, -0.174, 0.092, -0.437, 0.767, -0.486, -0.725, 0.267, 0.249, 0.266, -0.789, 0.227, -0.404, -0.379, 0.206, -0.780, 0.212, 0.239, 0.248, 0.195, 0.195, 0.205, 0.190, 0.241, 0.239, 0.229, -0.760, 0.239, -0.273, -0.113, -0.485, -0.064, -0.292, 2.336, -0.871, -0.895, -0.890, 0.218, 0.537, -0.411, -0.045, -0.548, 0.402, 0.402, 0.226, 0.252, 0.225, 0.226, 0.268, 0.235]
}


(4)
{
  "formula": "C41H44BaF3N7O2S2Sb",
  "method": "wB97M-V/def2-TZVPD",
  "fmax_ev_per_a": 12.4,
  "de_lowest_kcal_mol": 143.2,
  "homo_ev": -3.606,
  "total_charge": -1,
  "lumo_energy_ev": 1.866,
  "symbols": ["Ba", "C", "C", "C", "C", "C", "C", "N", "N", "C", "C", "C", "C", "C", "N", "H", "H", "H", "H", "H", "H", "H", "H", "H", "F", "C", "F", "F", "C", "C", "C", "C", "N", "C", "S", "H", "H", "H", "C", "C", "C", "C", "C", "C", "C", "S", "O", "O", "N", "C", "C", "C", "C", "C", "N", "H", "H", "H", "H", "H", "H", "H", "H", "H", "H", "H", "C", "Sb", "C", "C", "H", "H", "H", "H", "H", "H", "H", "H", "H", "C", "N", "C", "C", "C", "C", "C", "C", "C", "C", "H", "H", "H", "H", "H", "H", "H", "H", "H", "H", "H", "H"],
  "coordinates": [[0.40213, -0.22160, -0.44574], [-4.16664, -4.83778, 0.41161], [-3.55524, -3.99292, -0.49763], [-2.25400, -3.56541, -0.26729], [-1.57772, -4.00571, 0.85091], [-2.17731, -4.85398, 1.76801], [-3.47877, -5.26784, 1.54896], [-0.21158, -3.52472, 0.98442], [0.46659, -4.22888, 1.72325], [1.83535, -3.78431, 1.95314], [2.76236, -4.79017, 2.14068], [4.04693, -4.43253, 2.50497], [4.33533, -3.09174, 2.70129], [3.33046, -2.16734, 2.47626], [2.09360, -2.50168, 2.08184], [-5.19376, -5.14855, 0.25258], [-4.09170, -3.63705, -1.36991], [-1.76748, -2.88080, -0.95325], [-1.62895, -5.15851, 2.64959], [-3.96585, -5.92003, 2.26493], [2.46281, -5.82216, 2.00684], [4.80337, -5.19203, 2.66072], [5.31644, -2.76346, 3.02283], [3.51441, -1.10879, 2.61294], [-7.10531, 0.13851, -1.05056], [-5.90834, -0.14881, -0.46796], [-5.69780, 0.82864, 0.41710], [-6.11703, -1.28112, 0.22870], [-4.81864, -0.29400, -1.49418], [-5.16137, -0.20788, -2.82045], [-4.19025, -0.36511, -3.80434], [-2.91376, -0.64768, -3.37958], [-2.53536, -0.76694, -2.09974], [-3.45768, -0.54800, -1.10956], [-2.91177, -0.59278, 0.49984], [-6.18717, -0.01144, -3.09602], [-4.42194, -0.27318, -4.85733], [-2.12941, -0.78688, -4.11875], [-2.47745, 5.81759, 1.22221], [-1.80590, 4.95854, 0.17969], [-2.13628, 3.60803, 0.07587], [-1.52130, 2.79833, -0.85519], [-0.55365, 3.34159, -1.69990], [-0.21302, 4.68365, -1.63196], [-0.85320, 5.48437, -0.68997], [0.31004, 2.22839, -2.73043], [-0.68275, 1.33003, -3.26032], [1.13632, 2.95172, -3.67321], [1.13077, 1.42505, -1.60655], [2.44147, 0.96260, -1.56571], [3.52639, 1.68353, -2.10327], [4.80095, 1.22982, -1.88471], [5.01884, 0.06532, -1.13604], [3.92457, -0.59719, -0.66362], [2.64327, -0.18780, -0.88039], [-2.45323, 5.32979, 2.19855], [-3.52765, 5.98870, 0.96899], [-1.98963, 6.78928, 1.31004], [-2.87067, 3.17046, 0.74343], [-1.80854, 1.74921, -0.90938], [0.53533, 5.08454, -2.30231], [-0.58999, 6.53435, -0.61542], [3.31819, 2.58582, -2.66012], [5.64052, 1.79122, -2.27454], [6.01449, -0.30558, -0.93364], [4.02890, -1.50399, -0.08626], [-0.11977, -2.93775, -4.31439], [0.78663, -1.42887, -3.04125], [1.70347, -0.49468, -4.77888], [2.56791, -2.69867, -2.86767], [0.56500, -3.13951, -5.14035], [-1.08184, -2.62342, -4.71880], [-0.26923, -3.85598, -3.74237], [2.13092, -1.30095, -5.38170], [2.50012, 0.20402, -4.51438], [0.95778, 0.04698, -5.36667], [2.51222, -3.46812, -3.64451], [2.66997, -3.18840, -1.89945], [3.44858, -2.08757, -3.05662], [1.48843, 3.48100, 1.42683], [2.50807, 3.01538, 2.34856], [2.54411, 3.85569, 3.52878], [2.36905, 1.58095, 2.67299], [1.08090, 1.14991, 3.35474], [0.99793, 1.36121, 4.73651], [-0.17807, 1.08261, 5.42293], [-1.26497, 0.59122, 4.70228], [-1.14350, 0.35415, 3.33714], [0.02856, 0.58421, 2.58696], [1.64132, 4.54497, 1.22435], [0.46773, 3.33456, 1.80188], [1.57082, 2.94587, 0.47591], [2.78956, 4.87990, 3.23041], [3.32336, 3.50388, 4.21268], [1.59298, 3.87698, 4.08493], [3.24125, 1.33325, 3.29504], [2.44815, 1.04277, 1.72258], [1.85867, 1.74849, 5.28744], [-0.24656, 1.24674, 6.49396], [-2.20184, 0.37120, 5.21512], [-2.01942, -0.05472, 2.84005]],
  "lowdin_charge": [1.561, -0.083, -0.080, -0.091, -0.253, -0.037, -0.086, 0.096, 0.070, -0.311, -0.028, -0.076, -0.072, -0.132, 0.150, 0.100, 0.109, 0.064, 0.101, 0.096, 0.108, 0.103, 0.102, 0.099, 0.090, -0.611, 0.120, 0.116, -0.139, -0.032, -0.079, -0.187, -0.010, -0.746, 0.616, 0.112, 0.092, 0.075, -0.048, -0.265, -0.013, -0.059, -0.290, -0.048, -0.044, 0.549, -0.356, -0.305, -0.538, -0.500, -0.001, -0.047, -0.067, -0.143, -0.239, 0.084, 0.081, 0.070, 0.129, 0.062, 0.110, 0.108, 0.109, 0.109, 0.103, 0.101, -0.317, 1.223, -0.287, -0.311, -0.004, -0.014, 0.003, 0.002, 0.001, 0.012, 0.000, -0.008, -0.004, -0.105, -0.251, -0.134, -0.210, -0.314, -0.111, -0.138, -0.137, -0.202, -0.157, 0.081, 0.086, 0.064, 0.073, 0.077, 0.080, 0.105, 0.073, 0.090, 0.079, 0.083, -0.009]
}